Computed, not measured: a cluster of 2 separate species, C3H9N3O2 in total, with ωB97M-V/def2-TZVPD.

Its net charge is 0. The calculation puts the energy above the lowest of the compared OMol25 structures with the same formula, charge and spin at 541.1 kJ/mol.

Last column: Mulliken charge in e.
Positions of all 17 atoms, in Å:
C1 1.35 -0.48 0.67  -0.088
C2 1.13 -0.04 -1.69  -0.796
N1 0.87 0.28 -0.29  0.160
C3 -0.47 0.92 -0.04  0.427
N2 -1.63 -1.72 0.60  -0.441
N3 -0.44 1.89 0.96  -0.526
O1 -0.71 -0.84 1.12  -0.466
O2 -1.27 0.93 -0.96  -0.617
H1 -1.91 -1.38 -0.33  0.237
H2 -2.46 -1.69 1.20  0.220
H3 -1.35 2.32 1.04  0.259
H4 -0.05 1.59 1.85  0.261
H5 1.26 -0.16 1.69  0.156
H6 2.06 -1.25 0.41  0.297
H7 2.05 -0.62 -1.80  0.342
H8 1.23 0.88 -2.27  0.274
H9 0.34 -0.63 -2.16  0.301

=====

Computed, not measured: the molecule C4H7P, with ωB97M-V/def2-TZVPD.

Its SMILES is C=[PH]=C1CC1. Its net charge is 0. The calculation puts the energy above the lowest of the compared OMol25 structures with the same formula, charge and spin at 417.5 kJ/mol.

Last column: Mulliken charge in e.
Positions of all 12 atoms, in Å:
C1 -0.46 -1.73 -0.02  -0.802
P1 0.94 -1.42 1.00  -0.150
C2 0.62 0.26 0.46  0.038
C3 0.63 0.96 -0.91  -0.467
C4 -0.35 1.28 0.20  -0.381
H1 -1.38 -1.43 0.32  0.435
H2 -0.37 -2.12 -1.04  0.342
H3 0.34 -1.37 2.32  0.019
H4 0.31 0.57 -1.87  0.234
H5 1.41 1.60 -0.94  0.295
H6 -0.24 2.38 0.44  0.228
H7 -1.45 1.04 0.05  0.209

=====

Computed, not measured: a structure of composition C13H26NO4P2Sc, with ωB97M-V/def2-TZVPD.

Its net charge is +2. The calculation puts the energy above the lowest of the compared OMol25 structures with the same formula, charge and spin at 268.4 kJ/mol.

Last column: Mulliken charge in e.
Positions of all 47 atoms, in Å:
Sc1 0.25 0.54 0.46  -0.503
P1 2.58 -0.87 0.79  0.973
C1 2.62 -1.46 -0.94  -1.197
C2 1.35 -1.56 -1.61  0.617
N1 0.19 -0.95 -1.13  0.576
C3 -1.00 -1.28 -1.71  0.774
C4 -1.07 -2.22 -2.76  -0.749
C5 0.08 -2.75 -3.33  -0.718
C6 1.29 -2.32 -2.81  -0.985
C7 -2.27 -0.65 -1.23  -0.840
P2 -2.54 1.05 -0.63  0.756
H1 2.24 -2.61 -3.23  0.444
H2 -2.03 -2.48 -3.22  0.446
H3 0.07 -3.48 -4.16  0.422
H4 -2.83 -0.41 -2.13  0.488
H5 -2.82 -1.24 -0.48  0.404
H6 2.09 0.99 -1.52  0.305
H7 3.41 -1.32 -1.68  0.392
H8 -0.21 5.19 1.39  0.301
O1 1.37 1.60 -1.27  -0.491
H9 1.01 1.74 -2.17  0.350
H10 -1.43 1.22 0.19  0.362
O2 -0.42 4.26 1.59  -0.569
H11 0.33 3.71 1.57  0.292
C8 -2.54 2.36 -1.82  -1.034
H12 -3.57 2.13 -2.14  0.463
H13 -2.46 3.39 -1.42  0.362
H14 -1.79 2.18 -2.62  0.392
C9 -3.67 1.29 0.69  -1.116
H15 -3.43 2.16 1.33  0.393
H16 -4.55 1.47 0.05  0.450
H17 -3.69 0.36 1.29  0.440
C10 2.66 -2.68 1.08  -1.247
H18 3.60 -3.08 0.67  0.415
H19 2.54 -2.80 2.15  0.457
H20 1.82 -3.10 0.51  0.339
C11 4.30 -0.29 1.21  -1.089
H21 4.25 -0.08 2.29  0.386
H22 5.08 -1.04 1.02  0.366
H23 4.58 0.65 0.70  0.357
C12 -0.93 0.27 4.25  -1.073
C13 -0.58 0.36 2.77  0.906
O3 -0.02 1.46 2.36  -0.539
O4 -0.82 -0.56 1.93  -0.496
H24 -0.35 1.08 4.64  0.384
H25 -0.66 -0.70 4.73  0.345
H26 -2.00 0.48 4.36  0.289

=====

Computed, not measured: a structure of composition C3H8NS3, with ωB97M-V/def2-TZVPD.

Its net charge is +1. The calculation puts the energy above the lowest of the compared OMol25 structures with the same formula, charge and spin at 226.3 kJ/mol.

Last column: Mulliken charge in e.
Positions of all 15 atoms, in Å:
C1 0.69 -0.03 0.78  -0.398
C2 -0.41 -1.04 1.18  -0.525
C3 -1.12 -0.33 -1.10  -0.412
N1 0.39 0.66 -0.49  -0.175
S1 -1.95 -0.49 0.38  0.034
S2 -0.08 2.36 -0.28  0.012
S3 1.58 0.55 -1.80  0.024
H1 0.79 0.72 1.57  0.282
H2 1.64 -0.57 0.70  0.265
H3 -0.18 -2.05 0.84  0.352
H4 -0.56 -1.05 2.26  0.417
H5 -1.59 0.28 -1.87  0.334
H6 -0.56 -1.18 -1.46  0.396
H7 -1.23 2.08 0.36  0.196
H8 2.60 0.09 -1.07  0.198

=====

Computed, not measured: the molecule C21H27N3O4S, with ωB97M-V/def2-TZVPD.

Its SMILES is COc1ccc(CN2CCNC(=O)[C@H]2CC(=O)NCc2ccc(C)s2)c(OC)c1. Its net charge is 0. The calculation puts the energy above the lowest of the compared OMol25 structures with the same formula, charge and spin at 197.9 kJ/mol.

Last column: Mulliken charge in e.
Positions of all 56 atoms, in Å:
C1 -4.23 -3.27 1.81  -0.841
O1 -4.33 -2.49 0.64  -0.463
C2 -3.73 -1.26 0.64  0.313
C3 -3.04 -0.70 1.70  -0.983
C4 -2.48 0.56 1.55  -0.475
C5 -2.57 1.27 0.37  0.934
C6 -1.89 2.61 0.21  -2.027
N1 -0.45 2.58 -0.04  0.236
C7 -0.03 1.96 -1.28  -1.054
C8 -0.02 0.43 -1.23  -0.469
N2 0.41 -0.06 0.06  0.532
C9 0.58 0.66 1.18  -0.207
O2 0.94 0.13 2.22  -0.744
C10 0.36 2.16 1.08  0.431
C11 1.75 2.87 1.05  -1.690
C12 2.83 2.08 0.33  0.445
O3 3.15 2.29 -0.83  -0.683
N3 3.44 1.16 1.11  -0.095
C13 4.34 0.18 0.54  -1.402
C14 3.61 -1.08 0.19  0.805
C15 3.12 -2.02 1.04  -0.486
C16 2.37 -3.02 0.38  -0.713
C17 2.28 -2.83 -0.96  0.645
C18 1.58 -3.67 -1.97  -1.263
S1 3.14 -1.40 -1.44  -0.202
C19 -3.29 0.71 -0.70  0.600
O4 -3.37 1.45 -1.84  -0.399
C20 -4.14 0.97 -2.91  -1.010
C21 -3.87 -0.54 -0.55  -0.170
H1 -3.19 -3.49 2.06  0.335
H2 -4.71 -2.77 2.66  0.332
H3 -4.76 -4.19 1.59  0.258
H4 -2.93 -1.22 2.64  0.408
H5 -1.95 0.99 2.39  0.446
H6 -2.34 3.14 -0.64  0.554
H7 -2.04 3.21 1.11  0.509
H8 0.98 2.32 -1.49  0.426
H9 -0.69 2.30 -2.07  0.556
H10 -1.02 0.02 -1.44  0.201
H11 0.67 0.05 -2.00  0.439
H12 0.55 -1.05 0.15  0.223
H13 -0.13 2.48 2.00  0.496
H14 2.07 3.05 2.07  0.460
H15 1.62 3.83 0.54  0.357
H16 2.99 0.90 1.98  0.348
H17 4.78 0.63 -0.35  0.416
H18 5.13 -0.03 1.27  0.394
H19 3.28 -2.00 2.10  0.431
H20 1.91 -3.85 0.89  0.398
H21 0.83 -3.09 -2.51  0.278
H22 1.09 -4.51 -1.48  0.359
H23 2.29 -4.06 -2.70  0.320
H24 -3.73 0.03 -3.31  0.364
H25 -5.19 0.81 -2.62  0.363
H26 -4.09 1.74 -3.68  0.268
H27 -4.43 -1.01 -1.35  0.496

=====

Computed, not measured: the molecule C3H7NO2S, with ωB97M-V/def2-TZVPD.

Its SMILES is CCOC(=O)NS. Its net charge is 0. The calculation puts the energy above the lowest of the compared OMol25 structures with the same formula, charge and spin at 102.1 kJ/mol.

Last column: Mulliken charge in e.
Positions of all 14 atoms, in Å:
C1 2.14 0.21 0.49  -0.920
C2 1.21 -0.81 -0.24  -0.295
O1 0.09 -0.17 -0.75  -0.371
C3 -0.98 -0.18 0.04  0.684
O2 -1.03 -0.55 1.21  -0.588
N1 -2.02 0.45 -0.58  -0.303
S1 -3.59 0.31 -0.08  -0.107
H1 3.09 -0.30 0.78  0.316
H2 1.72 0.78 1.34  0.283
H3 2.38 0.92 -0.37  0.256
H4 0.79 -1.63 0.37  0.390
H5 1.68 -1.14 -1.14  0.244
H6 -1.90 0.64 -1.59  0.292
H7 -3.59 1.47 0.52  0.119